This record from the OMol25 dataset describes one molecule with the formula C5H6O. The level of theory is wB97M-V/def2-TZVPD.

Computed properties:
- energy above the lowest of the compared OMol25 structures with the same formula, charge and spin (kcal per mole) = 82.9
- electronic energy (hartree) = -269.2142
- HOMO (eV) = -8.64
- SMILES string = Cc1ccoc1
- charge = 0
- max |F| (hartree/bohr) = 0.043
- spin multiplicity = 1
- HOMO-LUMO gap (Eh) = 0.34679

Bonds (Å) are listed after each position.
Atoms and positions in Å:
1 C -0.4090 1.6106 0.5115  C2 1.497, H7 1.096, H8 1.095, H9 1.092
2 C -0.0898 0.2205 0.0575  C1 1.497, C3 1.355, C5 1.478
3 C -0.9292 -0.7660 -0.3419  C2 1.355, O4 1.357, H11 1.076
4 O -0.2085 -1.7961 -0.8516  C3 1.357, C6 1.343
5 C 1.3009 -0.2591 -0.0892  C2 1.478, C6 1.392, H10 1.176
6 C 1.0909 -1.4979 -0.6878  O4 1.343, C5 1.392, H12 1.087
7 H 0.4430 2.0759 1.0208  C1 1.096
8 H -0.6047 2.2052 -0.3871  C1 1.095
9 H -1.2890 1.6562 1.1569  C1 1.092
10 H 0.9348 -0.3149 1.0271  C5 1.176
11 H -1.9976 -0.8870 -0.3104  C3 1.076
12 H 1.7581 -2.2473 -1.1059  C6 1.087

From a natural (NBO) analysis of the wavefunction, the atomic charges in e read: number 1, C, carries -0.632; number 2, C, carries -0.100; number 3, C, carries 0.045; number 4, O, carries -0.374; number 5, C, carries -0.543; number 6, C, carries 0.178; number 7, H, carries 0.234; number 8, H, carries 0.232; number 9, H, carries 0.216; number 10, H, carries 0.336; number 11, H, carries 0.206; number 12, H, carries 0.202